The following is a DFT calculation (the ωB97M-V functional and the def2-TZVPD basis) of an isolated molecule of C21H27N5.

The geometry in XYZ format:
```
53
Properties=species:S:1:pos:R:3:nbo_charge:R:1
H -2.68 3.28 -0.27 0.180
C -2.47 2.24 0.02 -0.213
H -1.18 1.92 -1.64 0.204
C -1.11 1.84 -0.55 -0.219
N 2.04 -2.19 2.28 -0.468
C -1.77 3.03 2.19 -0.421
H 1.99 -0.82 -4.86 0.194
C 2.92 -1.41 0.14 -0.273
C -1.47 -1.05 4.05 -0.222
H -1.85 2.82 3.26 0.211
H 3.38 -1.09 -2.96 0.229
C -0.12 -0.17 -3.15 -0.399
C 3.69 -0.56 -2.05 -0.657
C 1.01 0.60 -2.45 -0.434
C 0.90 -1.92 2.96 0.121
H -0.72 2.95 1.91 0.203
H -1.00 -2.31 5.71 0.213
C 0.45 -0.07 -0.09 0.434
H -4.47 1.24 1.42 0.203
C 0.52 -2.40 4.22 -0.215
N -0.80 0.47 -0.15 -0.626
H 0.92 -2.04 -2.91 0.199
H 1.43 -2.44 -5.29 0.214
C 0.07 -1.02 2.24 0.122
C -0.67 -1.96 4.74 -0.210
H -2.11 4.06 2.00 0.172
H -0.56 -2.15 -3.84 0.205
N 0.76 -0.78 1.05 -0.358
H 4.62 -1.01 -1.70 0.245
H 0.49 -1.02 -5.76 0.202
C 4.14 -2.09 0.32 0.292
H -0.95 -0.31 -2.45 0.213
H -0.49 0.43 -3.99 0.199
C -3.93 2.04 1.92 -0.410
H 3.89 0.48 -2.30 0.226
C 2.64 -0.66 -0.99 0.125
N 5.14 -2.63 0.44 -0.315
H 1.87 0.61 -3.11 0.220
H -1.76 0.16 2.34 0.229
H -3.23 1.59 -0.44 0.203
H 1.16 -3.08 4.74 0.228
H -1.39 0.19 0.62 0.412
H -4.44 2.99 1.73 0.171
C 1.95 -1.51 1.17 0.403
N -2.55 2.05 1.46 -0.462
C 1.11 -1.45 -4.97 -0.606
H 0.72 1.64 -2.31 0.212
H -3.94 1.84 2.99 0.204
H -2.39 -0.71 4.49 0.207
C 1.38 -0.03 -1.13 -0.108
C 0.32 -1.54 -3.67 -0.398
C -1.12 -0.57 2.80 -0.268
H -0.33 2.53 -0.21 0.190
```

The calculation puts the energy above the lowest of the compared OMol25 structures with the same formula, charge and spin at 5.61 kcal/mol. The value obtained for the lowest unoccupied orbital energy is 0.2 eV. For the HOMO energy, the calculation gives -0.276 hartree.